(1)
DFT (ωB97M-V with the def2-TZVPD basis set) results for a cluster of 8 separate species, C28H75N3O13 in total.

The geometry in ORCA input format:
```
! wB97M-V def2-TZVPD RIJCOSX def2/J DEFGRID3
* xyz 0 1
C 20.931 -8.234 23.295
O 19.765 -7.477 22.968
C 19.853 -6.180 22.381
C 20.295 -5.073 23.355
N 20.381 -3.798 22.621
C 21.272 -2.940 23.347
C 21.288 -1.651 22.546
O 20.219 -1.037 22.315
C 20.162 -0.238 21.184
H 20.878 -9.293 23.442
H 21.371 -7.885 24.223
H 21.633 -7.920 22.527
H 18.875 -6.024 22.009
H 20.550 -6.204 21.571
H 21.203 -5.439 23.799
H 19.575 -4.886 24.121
H 19.419 -3.352 22.565
H 22.315 -3.231 23.358
H 21.042 -2.882 24.379
H 21.784 -1.869 21.599
H 21.931 -0.949 23.126
H 19.295 0.338 21.093
H 20.136 -0.913 20.317
H 21.044 0.428 21.008
C 21.301 -9.898 17.668
O 21.622 -9.128 18.846
C 20.490 -9.082 19.689
C 19.523 -7.920 19.376
N 18.371 -8.080 20.148
C 17.296 -7.190 19.728
C 16.067 -7.235 20.648
O 16.120 -6.783 21.782
C 16.514 -7.647 22.851
H 20.296 -9.711 17.263
H 21.417 -10.928 17.922
H 22.105 -9.627 16.997
H 20.759 -8.879 20.742
H 19.938 -10.014 19.671
H 19.290 -7.982 18.346
H 20.022 -7.021 19.652
H 18.639 -7.851 21.117
H 17.054 -7.459 18.689
H 17.528 -6.087 19.704
H 15.622 -8.157 20.797
H 15.299 -6.703 20.094
H 15.997 -8.626 22.878
H 16.356 -7.211 23.841
H 17.549 -7.869 22.899
C 17.067 -11.129 15.677
O 18.171 -10.840 16.426
C 18.407 -11.769 17.485
C 17.722 -11.166 18.682
N 18.062 -11.775 20.012
C 17.244 -11.079 21.039
C 17.874 -11.021 22.410
O 17.312 -10.612 23.419
C 18.241 -10.489 24.535
H 16.750 -10.375 14.936
H 16.293 -11.249 16.390
H 17.201 -12.020 15.071
H 19.466 -11.671 17.625
H 18.116 -12.803 17.387
H 16.648 -11.423 18.611
H 17.732 -10.066 18.696
H 19.089 -11.636 20.058
H 16.361 -11.679 21.051
H 16.836 -10.126 20.718
H 18.710 -10.356 22.228
H 18.249 -12.028 22.532
H 18.867 -11.382 24.763
H 17.641 -10.276 25.421
H 18.843 -9.572 24.452
C 16.887 -14.256 24.535
C 16.061 -13.967 23.388
O 15.475 -12.707 23.527
H 17.898 -13.923 24.284
H 16.987 -15.298 24.841
H 16.601 -13.736 25.420
H 15.199 -14.623 23.462
H 16.554 -14.153 22.467
H 16.134 -12.070 23.562
C 17.742 -17.106 22.110
C 16.345 -17.408 21.939
O 15.735 -17.128 23.103
H 18.177 -17.389 21.130
H 18.287 -17.660 22.936
H 17.964 -16.051 22.275
H 16.160 -18.438 21.675
H 15.841 -16.869 21.136
H 14.763 -17.105 23.040
C 22.432 -13.478 17.392
C 23.022 -14.106 18.542
O 22.013 -14.936 19.117
H 21.559 -12.960 17.611
H 22.148 -14.154 16.637
H 23.223 -12.870 16.923
H 23.403 -13.430 19.263
H 23.828 -14.744 18.283
H 21.688 -15.519 18.434
C 21.117 -12.281 21.593
C 20.287 -13.408 22.036
O 21.070 -14.550 21.702
O 20.957 -12.190 20.206
H 22.166 -12.439 21.891
H 20.862 -11.337 22.056
H 19.325 -13.483 21.570
H 20.114 -13.391 23.070
H 21.513 -14.596 20.846
H 21.256 -12.993 19.802
C 17.570 -14.863 19.500
C 18.959 -15.114 19.132
O 18.905 -15.394 17.791
O 16.795 -15.963 19.210
H 17.159 -13.943 19.088
H 17.542 -14.640 20.598
H 19.279 -15.971 19.730
H 19.510 -14.146 19.356
H 18.103 -15.861 17.684
H 15.884 -15.732 19.078
*
```

Kohn-Sham gap in eV: 9.00
SMILES string: COCCNCCOC.COCCNCCOC.COCCNCCOC.OCCO.OCCO.CCO.CCO.CCO

These are the Löwdin partial charges, in e, on atoms 1 to 4: C -0.089; O -0.244; C -0.186; C -0.178

(2)
DFT (ωB97M-V with the def2-TZVPD basis set) results for a structure of composition C26H58P4STc.

The geometry in ORCA input format:
```
! wB97M-V def2-TZVPD RIJCOSX def2/J DEFGRID3
* xyz 4 4
Tc 0.030 0.163 -0.464
P 1.736 1.087 0.783
P -1.660 1.691 -0.061
P 0.603 0.977 -2.478
H -1.156 -2.396 -0.650
C -0.415 -1.823 -1.214
C 0.964 -1.807 -0.754
H 1.242 -2.379 0.131
C 2.087 0.660 2.528
C 1.775 2.917 0.943
C 3.392 0.773 0.060
C -3.271 1.025 -0.628
C -2.030 2.153 1.669
C -1.652 3.364 -0.821
C 1.829 -0.069 -3.345
C 1.300 2.657 -2.640
C -0.923 1.049 -3.502
H -0.535 -1.924 -2.297
H 1.719 -1.886 -1.538
H 2.463 -0.363 2.603
H 1.189 0.747 3.147
H 2.849 1.348 2.915
H 0.911 3.271 1.516
H 1.766 3.397 -0.040
H 2.698 3.192 1.472
H 3.565 -0.308 -0.005
H 4.158 1.225 0.705
H 3.476 1.196 -0.946
H -4.041 1.791 -0.464
H -3.529 0.114 -0.074
H -3.208 0.782 -1.695
H -2.875 2.856 1.664
H -1.163 2.636 2.134
H -2.297 1.271 2.261
H -2.569 3.874 -0.495
H -1.638 3.319 -1.914
H -0.779 3.933 -0.476
H 2.083 0.403 -4.302
H 1.441 -1.075 -3.548
H 2.739 -0.153 -2.738
H 1.432 2.886 -3.705
H 2.279 2.717 -2.150
H 0.628 3.402 -2.200
H -0.648 1.261 -4.544
H -1.604 1.831 -3.147
H -1.458 0.090 -3.447
C -0.562 -2.778 -6.568
C -1.693 -2.847 -7.405
C -1.972 -4.018 -8.123
C -1.104 -5.119 -8.055
C 0.082 -5.008 -7.308
C 0.360 -3.835 -6.595
S -0.237 -1.337 -5.650
H -1.353 -1.249 -4.814
H -2.323 -1.962 -7.506
H -2.861 -4.076 -8.751
H -1.329 -6.040 -8.597
H 0.794 -5.834 -7.293
H 1.308 -3.712 -6.072
C -1.977 0.311 4.688
C -1.223 -0.998 4.409
C -1.852 -2.215 5.091
P -0.899 -1.304 2.604
C 0.603 -2.502 2.714
C 1.337 -2.589 4.062
C 0.356 -3.914 2.179
C -2.531 -1.967 1.913
C -2.730 -3.474 2.068
C -3.821 -1.226 2.333
H -3.016 0.282 4.345
H -1.454 1.163 4.240
H -1.974 0.458 5.771
H -0.214 -0.844 4.825
H -1.334 -3.160 4.858
H -1.781 -2.057 6.181
H -2.918 -2.330 4.833
H 1.260 -1.962 2.011
H 0.716 -3.083 4.818
H 2.245 -3.199 3.932
H 1.669 -1.616 4.454
H 0.009 -3.926 1.141
H 1.299 -4.477 2.208
H -0.356 -4.450 2.820
H -2.338 -1.729 0.852
H -2.596 -3.788 3.112
H -3.759 -3.738 1.780
H -2.072 -4.055 1.416
H -3.798 -0.149 2.128
H -4.646 -1.632 1.727
H -4.089 -1.397 3.385
*
```

Kohn-Sham gap (alpha / beta) in eV: 6.90 / 5.99
Expectation value of S²: 3.791

These are the Löwdin partial charges, in e, on atoms 1 to 4: Tc 0.597; P 0.700; P 0.694; P 0.711

The calculation returns the following ΔE to the lowest compared entry with this formula, charge and spin values, one per record and in order: 6.174, 0.000 eV.